Entry 1:
{
  "formula": "C4H12N2O",
  "method": "wB97M-V/def2-TZVPD",
  "max_force_ha_per_bohr": 0.0876,
  "homo_ha": -0.3241,
  "relative_energy_kcal_mol": 47.96,
  "multiplicity": 1,
  "total_charge": 0,
  "gap_ha": 0.35632,
  "e_tot_ev": -9369.1142,
  "smiles": "CNC=O.CCN",
  "symbols": ["C", "N", "C", "O", "H", "H", "H", "H", "H", "C", "C", "N", "H", "H", "H", "H", "H", "H", "H"],
  "positions_angstrom": [[0.647, -0.811, -2.218], [1.328, -0.087, -1.149], [0.807, 1.179, -0.729], [-0.217, 1.677, -1.134], [0.656, -1.878, -1.981], [1.085, -0.601, -3.193], [-0.406, -0.539, -2.264], [2.337, -0.174, -1.155], [1.499, 1.662, -0.018], [-0.500, 0.580, 2.245], [-0.385, -0.478, 1.150], [-1.560, -0.609, 0.301], [0.365, 0.566, 2.910], [-0.618, 1.571, 1.803], [-1.386, 0.417, 2.865], [-0.216, -1.456, 1.624], [0.610, -0.547, 0.377], [-1.634, 0.223, -0.282], [-2.411, -0.695, 0.849]],
  "lowdin_charge": [-0.09, -0.09, -0.35, 0.04, 0.08, 0.08, 0.07, 0.13, 0.14, -0.12, -0.39, -0.02, 0.06, 0.06, 0.07, 0.09, 0.12, 0.04, 0.06]
}

Entry 2:
{
  "formula": "C11H20N2O5",
  "method": "wB97M-V/def2-TZVPD",
  "max_force_ha_per_bohr": 0.0898,
  "homo_ha": -0.3478,
  "relative_energy_kcal_mol": 26.97,
  "multiplicity": 1,
  "total_charge": 0,
  "gap_ha": 0.36335,
  "e_tot_ev": -24949.7458,
  "smiles": "CC[C@H](C)[C@H](N)C(=O)N[C@@H](CCC(=O)O)C(=O)O",
  "symbols": ["C", "C", "C", "C", "C", "N", "C", "O", "N", "C", "C", "C", "C", "O", "O", "C", "O", "O", "H", "H", "H", "H", "H", "H", "H", "H", "H", "H", "H", "H", "H", "H", "H", "H", "H", "H", "H", "H"],
  "positions_angstrom": [[-1.641, -2.430, 2.803], [-1.316, -2.050, 1.367], [-2.355, -1.032, 0.776], [-3.595, -1.855, 0.348], [-1.740, -0.272, -0.377], [-1.211, -1.190, -1.382], [-0.844, 0.798, 0.195], [-1.214, 1.476, 1.166], [0.237, 1.147, -0.571], [1.222, 2.114, -0.231], [2.481, 1.561, 0.556], [3.011, 0.309, -0.121], [3.173, 0.404, -1.587], [4.004, 1.074, -2.197], [2.101, -0.139, -2.189], [1.633, 2.849, -1.391], [1.242, 2.770, -2.532], [2.376, 3.963, -1.054], [-1.486, -1.594, 3.535], [-0.922, -3.278, 3.231], [-2.678, -2.820, 2.943], [-0.276, -1.651, 1.428], [-1.366, -2.903, 0.690], [-2.474, -0.215, 1.567], [-3.249, -2.404, -0.577], [-4.453, -1.219, 0.128], [-3.851, -2.619, 1.070], [-2.558, 0.183, -0.917], [-1.126, -0.715, -2.298], [-0.261, -1.490, -1.142], [0.540, 0.517, -1.366], [0.852, 2.844, 0.428], [3.167, 2.389, 0.692], [1.984, 1.261, 1.553], [2.288, -0.495, 0.081], [3.970, -0.052, 0.276], [2.007, 0.223, -3.093], [2.327, 4.540, -1.806]],
  "lowdin_charge": [-0.13, -0.25, -0.34, -0.06, -0.32, 0.06, -0.40, 0.05, 0.13, -0.25, -0.06, -0.10, -0.51, 0.12, 0.07, -0.48, 0.13, 0.11, 0.08, 0.11, 0.07, 0.11, 0.10, 0.15, 0.09, 0.08, 0.06, 0.16, 0.10, 0.07, 0.12, 0.15, 0.12, 0.15, 0.12, 0.14, 0.15, 0.11]
}

Entry 3:
{
  "formula": "C24H60BN3O2",
  "method": "wB97M-V/def2-TZVPD",
  "max_force_ha_per_bohr": 0.0063,
  "homo_ha": -0.2971,
  "multiplicity": 1,
  "total_charge": 0,
  "gap_ha": 0.31657,
  "e_tot_ev": -35098.3704,
  "smiles": "CCCCCBCOO.CCN(CC)CC.CCN(CC)CC.CCN(CC)CC",
  "symbols": ["C", "C", "C", "C", "C", "B", "C", "O", "O", "H", "H", "H", "H", "H", "H", "H", "H", "H", "H", "H", "H", "H", "H", "H", "C", "C", "N", "C", "C", "C", "C", "H", "H", "H", "H", "H", "H", "H", "H", "H", "H", "H", "H", "H", "H", "H", "C", "C", "N", "C", "C", "C", "C", "H", "H", "H", "H", "H", "H", "H", "H", "H", "H", "H", "H", "H", "H", "H", "C", "C", "N", "C", "C", "C", "C", "H", "H", "H", "H", "H", "H", "H", "H", "H", "H", "H", "H", "H", "H", "H"],
  "positions_angstrom": [[-3.275, -2.621, 2.893], [-2.598, -3.693, 2.025], [-1.212, -4.136, 2.498], [-0.009, -3.233, 2.109], [-0.361, -1.843, 1.555], [-0.903, -0.774, 2.536], [-0.635, -0.858, 4.112], [0.699, -0.384, 4.247], [1.020, -0.356, 5.655], [-3.550, -1.724, 2.328], [-4.197, -2.986, 3.353], [-2.623, -2.300, 3.714], [-2.518, -3.311, 1.007], [-3.234, -4.580, 1.951], [-1.031, -5.148, 2.124], [-1.240, -4.231, 3.593], [0.609, -3.081, 3.000], [0.628, -3.769, 1.399], [0.572, -1.354, 1.207], [-0.971, -1.894, 0.645], [-1.471, 0.191, 2.113], [-1.328, -0.236, 4.689], [-0.696, -1.893, 4.483], [1.699, -1.043, 5.688], [-3.429, -1.776, -1.701], [-2.954, -0.926, -2.866], [-3.492, 0.421, -2.831], [-3.293, 1.160, -4.064], [-1.854, 1.504, -4.469], [-3.257, 1.162, -1.599], [-1.803, 1.343, -1.141], [-4.519, -1.791, -1.652], [-3.071, -2.800, -1.817], [-3.053, -1.401, -0.748], [-3.298, -1.375, -3.802], [-1.852, -0.956, -2.901], [-3.875, 2.082, -3.991], [-3.749, 0.569, -4.865], [-1.433, 2.303, -3.859], [-1.837, 1.839, -5.508], [-1.196, 0.636, -4.394], [-3.812, 0.668, -0.798], [-3.727, 2.140, -1.727], [-1.239, 0.413, -1.231], [-1.781, 1.634, -0.090], [-1.277, 2.109, -1.710], [5.358, -0.175, 10.867], [5.294, 0.532, 9.523], [4.527, -0.203, 8.532], [4.696, 0.295, 7.177], [4.164, 1.693, 6.846], [3.168, -0.549, 8.917], [2.222, 0.590, 9.318], [5.736, -1.191, 10.749], [6.025, 0.368, 11.537], [4.382, -0.227, 11.351], [6.307, 0.626, 9.119], [4.932, 1.561, 9.679], [4.230, -0.431, 6.504], [5.769, 0.266, 6.964], [3.077, 1.712, 6.775], [4.562, 2.017, 5.882], [4.472, 2.426, 7.593], [3.220, -1.264, 9.740], [2.736, -1.098, 8.075], [2.712, 1.292, 9.996], [1.355, 0.182, 9.840], [1.858, 1.151, 8.460], [-0.571, -0.381, -7.979], [-0.049, 0.303, -9.232], [-0.876, 1.423, -9.648], [-0.554, 1.924, -10.973], [0.818, 2.575, -11.181], [-1.143, 2.429, -8.632], [0.060, 3.090, -7.948], [-1.611, -0.684, -8.111], [0.025, -1.268, -7.762], [-0.516, 0.273, -7.108], [-0.053, -0.408, -10.063], [1.006, 0.576, -9.070], [-1.335, 2.638, -11.249], [-0.649, 1.080, -11.662], [0.879, 3.561, -10.722], [1.010, 2.694, -12.249], [1.621, 1.961, -10.769], [-1.766, 1.968, -7.862], [-1.767, 3.193, -9.102], [0.809, 2.350, -7.660], [-0.264, 3.598, -7.038], [0.549, 3.827, -8.584]],
  "lowdin_charge": [-0.08, -0.25, -0.20, -0.20, -0.17, -0.12, -0.19, -0.17, -0.03, 0.07, 0.08, 0.05, 0.08, 0.10, 0.10, 0.11, 0.10, 0.10, 0.13, 0.08, 0.08, 0.11, 0.10, 0.08, -0.09, -0.27, -0.20, -0.24, -0.08, -0.24, -0.08, 0.08, 0.07, 0.05, 0.12, 0.10, 0.11, 0.11, 0.06, 0.05, 0.07, 0.10, 0.11, 0.06, 0.06, 0.06, -0.09, -0.28, -0.20, -0.25, -0.08, -0.25, -0.08, 0.08, 0.07, 0.06, 0.12, 0.10, 0.10, 0.11, 0.05, 0.07, 0.07, 0.10, 0.10, 0.07, 0.07, 0.05, -0.09, -0.27, -0.20, -0.25, -0.09, -0.25, -0.08, 0.08, 0.07, 0.05, 0.12, 0.10, 0.11, 0.11, 0.06, 0.07, 0.07, 0.09, 0.11, 0.07, 0.07, 0.05]
}

Entry 4:
{
  "formula": "C5H7NO",
  "method": "wB97M-V/def2-TZVPD",
  "max_force_ha_per_bohr": 0.0062,
  "homo_ha": -0.2746,
  "relative_energy_kcal_mol": 27.31,
  "multiplicity": 1,
  "total_charge": 0,
  "gap_ha": 0.30822,
  "e_tot_ev": -8835.0184,
  "smiles": "C=C1C=C(N)OC1",
  "symbols": ["C", "C", "C", "C", "N", "O", "C", "H", "H", "H", "H", "H", "H", "H"],
  "positions_angstrom": [[-0.410, -1.582, -1.679], [-0.178, -0.569, -0.840], [-0.991, 0.264, 0.035], [-0.136, 0.819, 0.930], [-0.359, 1.581, 2.049], [1.178, 0.593, 0.688], [1.230, -0.097, -0.573], [-1.388, -1.878, -2.038], [0.435, -2.174, -2.019], [-2.069, 0.275, 0.118], [0.431, 1.627, 2.677], [-1.238, 1.418, 2.517], [1.960, -0.907, -0.530], [1.533, 0.631, -1.336]],
  "lowdin_charge": [0.02, -0.32, 0.00, -0.41, 0.15, -0.01, -0.12, 0.05, 0.05, 0.11, 0.10, 0.10, 0.13, 0.14]
}

Entry 5:
{
  "formula": "C20H43B2BrCl2F4IN12O9S",
  "method": "wB97M-V/def2-TZVPD",
  "max_force_ha_per_bohr": 0.0403,
  "homo_ha": -0.4097,
  "multiplicity": 1,
  "total_charge": 1,
  "gap_ha": 0.26415,
  "e_tot_ev": -183991.2707,
  "symbols": ["C", "C", "O", "C", "C", "O", "C", "C", "I", "C", "C", "C", "Br", "B", "N", "O", "N", "C", "N", "S", "B", "C", "O", "N", "C", "C", "O", "Cl", "C", "Cl", "C", "F", "F", "C", "F", "F", "H", "H", "H", "H", "H", "H", "H", "H", "H", "H", "H", "H", "H", "H", "H", "H", "H", "H", "H", "H", "H", "H", "H", "H", "H", "H", "H", "C", "O", "N", "N", "H", "H", "H", "H", "C", "O", "N", "N", "H", "H", "H", "H", "C", "O", "N", "N", "H", "H", "H", "H", "C", "O", "N", "N", "H", "H", "H", "H"],
  "positions_angstrom": [[-7.773, 2.617, 1.893], [-7.319, 1.345, 2.580], [-7.328, 0.227, 1.697], [-6.256, 0.203, 0.801], [-5.027, -0.402, 1.468], [-4.073, -0.710, 0.464], [-2.669, -0.455, 0.556], [-2.309, 0.732, 1.456], [-3.469, 2.543, 1.152], [-0.813, 1.087, 1.587], [-0.282, 2.441, 1.096], [-2.309, -0.253, -1.020], [-3.701, 0.755, -1.988], [-0.907, 0.428, -1.436], [-0.848, 1.733, -2.080], [0.259, -0.265, -1.270], [-2.394, -1.540, -1.785], [-1.790, -2.588, -1.107], [-0.808, -3.240, -1.621], [-0.182, -2.905, -3.200], [-0.095, -4.367, -0.853], [1.458, -4.340, -0.861], [-0.795, -5.301, -0.171], [-2.271, -2.945, 0.145], [-3.552, -3.682, 0.084], [-3.802, -4.306, -1.290], [-3.202, -5.232, -1.776], [-5.141, -3.548, -2.193], [-2.139, -1.855, 1.131], [-3.106, -2.357, 2.540], [-0.669, -2.043, 1.695], [-0.529, -3.413, 1.894], [0.264, -1.754, 0.745], [-0.238, -1.504, 3.102], [0.944, -0.840, 2.959], [-1.123, -0.680, 3.689], [-7.960, 3.388, 2.627], [-8.661, 2.392, 1.317], [-7.017, 2.969, 1.198], [-6.340, 1.464, 3.036], [-8.031, 1.099, 3.357], [-6.040, 1.171, 0.361], [-6.531, -0.466, -0.010], [-4.707, 0.239, 2.282], [-5.389, -1.313, 1.935], [-2.667, 0.455, 2.436], [-0.573, 1.088, 2.639], [-0.169, 0.348, 1.137], [-0.449, 3.239, 1.796], [0.801, 2.329, 1.073], [-0.573, 2.692, 0.093], [-0.909, 1.628, -3.084], [0.060, 2.143, -1.879], [0.945, 0.402, -1.129], [-3.390, -1.742, -1.883], [-1.358, -2.679, -3.803], [1.882, -5.308, -1.098], [1.722, -4.143, 0.177], [1.900, -3.544, -1.447], [-0.750, -6.147, -0.623], [-4.419, -3.074, 0.294], [-3.493, -4.541, 0.740], [-0.041, -2.337, 3.764], [3.954, 1.666, -1.894], [2.817, 2.137, -1.924], [4.881, 2.073, -0.982], [4.379, 0.707, -2.760], [5.821, 1.711, -0.938], [4.606, 2.782, -0.329], [3.727, 0.389, -3.449], [5.313, 0.325, -2.755], [6.401, -0.423, 1.304], [7.129, 0.424, 0.813], [5.163, -0.687, 0.783], [6.760, -1.159, 2.398], [4.527, -1.368, 1.146], [4.901, -0.146, -0.020], [7.662, -0.978, 2.795], [6.175, -1.855, 2.816], [8.029, -0.488, -4.342], [7.121, 0.091, -3.761], [9.116, 0.176, -4.823], [8.020, -1.839, -4.551], [9.873, -0.272, -5.301], [9.148, 1.167, -4.680], [7.235, -2.353, -4.204], [8.754, -2.330, -5.023], [0.544, 6.355, 1.869], [0.459, 5.151, 2.061], [-0.141, 7.266, 2.624], [1.330, 6.880, 0.882], [-0.086, 8.256, 2.484], [-0.723, 6.909, 3.357], [1.838, 6.234, 0.309], [1.415, 7.861, 0.705]],
  "lowdin_charge": [-0.06, -0.26, -0.13, -0.23, -0.27, -0.23, -0.38, -0.55, 1.09, -0.27, -0.15, -0.49, 0.89, -0.72, 0.14, 0.13, 0.03, -0.37, -0.16, 1.00, -0.59, 0.02, 0.18, -0.03, -0.14, -0.72, 0.08, 0.74, -0.46, 0.97, -0.38, 0.05, 0.11, -0.29, 0.09, 0.05, 0.08, 0.08, 0.05, 0.10, 0.12, 0.07, 0.13, 0.07, 0.10, 0.05, 0.10, 0.08, 0.03, 0.09, 0.04, 0.09, 0.07, 0.11, 0.05, -0.07, 0.08, 0.09, 0.05, 0.14, 0.09, 0.13, 0.17, -0.68, -0.01, 0.16, 0.17, 0.09, 0.11, 0.10, 0.06, -0.68, 0.02, 0.16, 0.15, 0.09, 0.06, 0.10, 0.09, -0.66, 0.01, 0.16, 0.15, 0.10, 0.11, 0.10, 0.10, -0.66, 0.01, 0.15, 0.15, 0.09, 0.10, 0.10, 0.09]
}